The following is a DFT calculation (ωB97M-V/def2-TZVPD) of a structure of composition C11H4Cl5NNiOS at a distorted geometry.

Results
⟨S²⟩ = 0.758
gap between HOMO and LUMO (spin up / spin down) = 0.237 / 0.223 Eh
strongest force on any atom = 1.53 eV/A
highest occupied orbital energy (spin up / spin down) = -3.62 / -3.26 eV
calculated total energy = -129500.317 eV
energy relative to the best compared isomer or geometry (same formula, charge and spin) = 50.2 kJ/mol

Geometry as ORCA input:
```
! RIJCOSX wB97M-V def2-TZVPD def2/J DEFGRID3
* xyz -1 2
Ni 0.18168 0.57788 -0.76986
O 1.99359 -0.16385 -0.95561
N 2.48538 -0.80074 0.07972
C 3.70550 -1.36850 -0.05909
C 4.27898 -2.07067 0.96100
C 3.61137 -2.19736 2.18285
C 2.38664 -1.57905 2.32541
C 1.81307 -0.85021 1.28124
S 0.31599 -0.01700 1.41914
H 4.16223 -1.21814 -1.02452
H 5.25438 -2.51640 0.81935
H 4.04101 -2.76618 2.99604
H 1.84276 -1.63408 3.25647
Cl -3.05690 -1.73623 -1.09204
C -3.01818 0.00089 -1.12434
C -1.79460 0.64366 -1.18130
C -1.87475 2.03545 -1.21842
Cl -0.30669 2.81163 -1.26160
C -3.04314 2.77955 -1.17404
Cl -3.01076 4.50662 -1.20614
C -4.24738 2.08505 -1.10139
Cl -5.74149 2.94975 -1.02436
C -4.23888 0.69191 -1.08933
Cl -5.73980 -0.16397 -1.03918
*
```

***

The following is a DFT calculation (ωB97M-V/def2-TZVPD) of a structure of composition C11H54CdF6N2O23S2 at a distorted geometry.

Results
gap between HOMO and LUMO = 0.188 Eh
strongest force on any atom = 3.29 eV/A
highest occupied orbital energy = -7.66 eV
calculated total energy = -104891.239 eV
energy relative to the best compared isomer or geometry (same formula, charge and spin) = 339.4 kJ/mol

Geometry as ORCA input:
```
! RIJCOSX wB97M-V def2-TZVPD def2/J DEFGRID3
* xyz 0 1
Cd -2.15284 -4.16494 1.51043
C 1.68518 3.05994 3.83938
F 1.16097 1.87406 3.60821
F 0.92022 3.95143 3.23818
F 1.76123 3.33960 5.11308
S 3.45080 3.21963 3.10573
O 4.17867 2.30663 3.96172
O 3.27639 2.83185 1.73084
N 3.76512 4.81886 3.48381
S 4.42246 5.43661 2.19585
O 5.66001 4.76329 1.85140
O 3.45574 5.64240 1.15232
C 4.88593 7.12542 2.81634
F 3.87283 7.67427 3.46254
F 5.92699 7.06846 3.63322
F 5.26122 7.87115 1.78480
C 0.28244 -1.22525 1.74488
C -0.54629 -0.64240 0.57171
C 0.19532 0.49783 -0.14691
C 1.28329 -0.02303 -1.04176
C 0.69852 -0.92079 -2.11383
C -0.01492 -2.12541 -1.46746
N -0.91712 -1.66952 -0.40022
O -1.84394 -2.59382 0.05291
C 1.04530 -3.08894 -0.98862
C -0.83062 -2.83127 -2.55101
C -1.77652 0.00349 1.18280
H 0.44151 -0.49365 2.53423
H 1.15210 -1.74623 1.35124
H -0.24777 -2.02848 2.26308
H 0.73653 1.00873 0.66209
H -0.44606 1.30051 -0.51869
H 2.03860 -0.49201 -0.40425
H 1.87074 0.80771 -1.44428
H 1.56302 -1.28567 -2.67656
H 0.08306 -0.30062 -2.77011
H 0.58491 -3.95034 -0.47446
H 1.72658 -2.70086 -0.23078
H 1.69059 -3.50482 -1.76318
H -0.30089 -2.92032 -3.50438
H -1.70291 -2.23956 -2.84902
H -1.18241 -3.81011 -2.21705
H -1.56898 0.84652 1.82917
H -2.36248 -0.74288 1.72664
H -2.42923 0.32823 0.36532
O -4.79677 -3.11375 -2.33658
H -4.31679 -3.94602 -2.30190
H -4.47287 -2.68258 -3.14089
O 4.13091 -0.31410 1.66085
H 3.96694 0.50358 1.16684
H 4.28239 -0.98421 0.98544
O 0.69147 2.76367 -2.52722
H 0.26808 3.26220 -3.23938
H 0.10210 2.01269 -2.37495
O -0.08345 -4.40585 2.14425
H 0.69976 -4.29587 1.57977
H 0.26485 -4.65406 3.01395
O 4.59114 1.07462 -3.13720
H 3.86260 0.89627 -3.75676
H 4.38078 1.95420 -2.76569
O 2.22888 1.40940 -4.53279
H 1.79334 1.38312 -5.39289
H 1.78454 2.12031 -4.03447
O -4.25934 -3.97973 1.03872
H -4.53826 -3.04648 1.02266
H -5.00189 -4.47183 0.66456
O -1.37846 -0.61967 4.58139
H -0.93982 0.24061 4.46606
H -2.31938 -0.40564 4.60595
O -2.86338 3.32336 0.92625
H -2.65165 4.26398 0.87252
H -2.77980 3.00136 0.02207
O -4.20578 -0.67149 -1.08075
H -3.41497 -1.07056 -0.67617
H -4.67559 -1.41507 -1.48742
O -1.74183 -5.69596 0.15549
H -2.08369 -5.68680 -0.75051
H -0.88799 -6.14889 0.09937
O -5.29403 1.14245 0.80779
H -4.74502 1.93509 0.76883
H -4.79608 0.45518 0.31681
O 3.44319 3.50782 -1.99777
H 3.25207 3.53875 -1.04720
H 2.57969 3.39148 -2.41796
O -2.23772 2.38715 3.74141
H -2.33447 2.17261 2.80414
H -2.98606 1.95755 4.17050
O -1.76985 -0.71580 -5.52075
H -2.04373 0.14332 -5.16074
H -1.09751 -1.02441 -4.90412
O -1.93941 1.49510 -3.71116
H -2.46745 1.62752 -2.91228
H -2.30704 2.12080 -4.35127
O -2.30872 -2.85491 3.19827
H -1.69753 -2.19767 3.61970
H -2.76443 -3.27681 3.94312
O 2.01898 -5.44131 -3.54839
H 1.50875 -4.93325 -2.90769
H 1.59707 -6.30720 -3.57113
*
```

***

The following is a DFT calculation (ωB97M-V/def2-TZVPD) of an isolated molecule of C11H5F3N2O2 at a distorted geometry.

Results
gap between HOMO and LUMO = 0.271 Eh
strongest force on any atom = 5.44 eV/A
SMILES = N#Cc1c(C(F)(F)F)cc(-c2ccco2)[nH]c1=O
highest occupied orbital energy = -8.88 eV
calculated total energy = -26713.527 eV
energy relative to the best compared isomer or geometry (same formula, charge and spin) = 116.3 kJ/mol

Geometry as ORCA input:
```
! RIJCOSX wB97M-V def2-TZVPD def2/J DEFGRID3
* xyz 0 1
N -3.90796 2.56231 -1.76356
C -2.90210 2.03514 -1.43056
C -1.79458 1.36122 -0.92508
C -0.96803 0.53460 -1.75044
C -1.22222 0.30439 -3.22733
F -1.79810 -0.87127 -3.36735
F -0.05895 0.29655 -3.86942
F -2.09773 1.15919 -3.86787
C 0.20677 -0.07933 -1.01335
C 0.49016 0.26429 0.35563
C 1.43027 -0.58034 1.21743
C 1.66438 -0.51916 2.55197
C 2.53685 -1.61148 2.81583
C 2.85437 -2.27384 1.71365
O 2.19733 -1.64808 0.68462
N -0.37576 1.01865 1.06040
C -1.57350 1.43021 0.46939
O -2.38179 1.74358 1.30577
H 0.91597 -0.83662 -1.50778
H 1.07121 0.07914 3.20887
H 2.78091 -2.07141 3.77831
H 3.45893 -3.15220 1.50566
H -0.52643 0.85448 2.05523
*
```

***

The following is a DFT calculation (ωB97M-V/def2-TZVPD) of a structure of composition C11H5F9OReSbSe4.

Results
gap between HOMO and LUMO = 0.239 Eh
strongest force on any atom = 0.32 eV/A
highest occupied orbital energy = -8.60 eV
calculated total energy = -308047.052 eV

Geometry as ORCA input:
```
! RIJCOSX wB97M-V def2-TZVPD def2/J DEFGRID3
* xyz 0 1
Re 0.52883 -1.51783 -0.69517
Se 0.12191 -3.75661 -4.09975
Sb 1.32479 -4.24262 -2.15122
Se -0.20381 -3.61706 0.01147
Se 2.69374 -1.97300 -1.42939
Se 2.71491 -5.93619 -1.30859
F -2.43468 1.76634 -3.78076
C -1.55241 0.78907 -3.55025
F -2.04692 -0.34460 -4.02847
F -0.43003 1.06829 -4.21736
C -1.24458 0.65255 -2.02802
O -0.62878 -0.55844 -1.86651
C -0.31810 1.81907 -1.57512
F -0.35644 1.96933 -0.24322
F 0.94650 1.55049 -1.90523
F -0.66390 2.97835 -2.12641
C -2.56934 0.66847 -1.21336
F -3.06579 1.90058 -1.09606
F -3.48707 -0.10544 -1.78420
F -2.35241 0.18958 0.02023
C 0.75129 -0.69039 0.78989
C 0.92105 -0.03566 2.04911
C -0.12983 0.69921 2.60876
C 0.04709 1.30590 3.83846
C 1.25701 1.18276 4.50968
C 2.29920 0.45245 3.95471
C 2.13832 -0.16121 2.72584
H -1.06595 0.78834 2.07624
H -0.76005 1.87749 4.27606
H 1.38697 1.65755 5.47331
H 3.23818 0.35955 4.48337
H 2.94027 -0.73634 2.28197
*
```

***

The following is a DFT calculation (ωB97M-V/def2-TZVPD) of a structure of composition C11H64CdF6N2O28S2 at a distorted geometry.

Results
gap between HOMO and LUMO = 0.238 Eh
strongest force on any atom = 5.38 eV/A
highest occupied orbital energy = -6.82 eV
calculated total energy = -115293.847 eV

Geometry as ORCA input:
```
! RIJCOSX wB97M-V def2-TZVPD def2/J DEFGRID3
* xyz 0 1
Cd -1.90395 -2.89670 0.38705
C -2.29139 -1.95586 4.29920
F -3.01701 -1.91350 5.38726
F -2.70184 -1.01709 3.45319
F -1.01915 -1.78252 4.54892
S -2.63137 -3.66613 3.46524
O -2.64215 -4.67276 4.49275
O -3.89614 -3.43287 2.80404
N -1.45837 -3.72281 2.17060
S -0.15140 -4.44936 2.74573
O 1.01115 -4.18610 1.90502
O 0.16896 -4.25672 4.14917
C -0.53133 -6.32447 2.50769
F -1.81202 -6.60383 2.46658
F 0.03500 -6.67477 1.34662
F 0.11336 -6.96568 3.46749
C 1.35211 -0.29027 2.05215
C 0.52414 0.64197 1.14878
C 1.48209 1.76324 0.77817
C 1.00880 2.58199 -0.41456
C 0.61620 1.72014 -1.58097
C -0.29721 0.51771 -1.30174
N 0.14799 -0.10096 -0.04256
O -0.32734 -1.39183 0.18861
C -0.15801 -0.45877 -2.47229
C -1.75864 1.00314 -1.21826
C -0.66479 1.19038 1.96940
H 2.05277 -0.88147 1.46876
H 0.78011 -0.93235 2.72776
H 1.93663 0.25846 2.79996
H 2.45959 1.39440 0.45237
H 1.69436 2.41357 1.63020
H 1.73259 3.33882 -0.71693
H 0.11497 3.07516 -0.00706
H 1.44840 1.47640 -2.25120
H 0.09586 2.36602 -2.30698
H -0.69496 -0.11229 -3.35822
H -0.47091 -1.48205 -2.26439
H 0.88580 -0.63595 -2.75378
H -2.08243 1.41120 -2.17893
H -1.82272 1.78817 -0.46477
H -2.46682 0.19867 -1.00747
H -0.53276 1.21202 3.05558
H -1.47964 0.46082 1.90602
H -1.00652 2.17126 1.63768
O 0.07563 1.03890 5.29666
H 0.33346 0.16812 4.97550
H 0.74215 1.63793 4.92537
O 2.41460 2.61665 4.31492
H 3.36113 2.45738 4.38128
H 2.29896 3.16762 3.51234
O 4.91935 -0.18062 1.12435
H 4.53099 -0.98274 1.50437
H 5.77126 -0.09422 1.56722
O -3.65036 2.22311 -3.93079
H -3.63555 2.83945 -3.18453
H -3.08957 2.63979 -4.60018
O 1.88419 4.59056 2.41738
H 2.51403 5.31213 2.53203
H 1.03848 5.02987 2.24936
O -0.39933 4.05523 4.27172
H -0.96170 3.27476 4.19319
H 0.33605 3.88809 3.67422
O 3.29257 -2.55357 1.25677
H 2.78113 -2.55998 0.42905
H 3.22944 -3.45614 1.58686
O 3.21285 -0.78545 -3.89503
H 3.63462 -0.88051 -3.01549
H 2.98951 -1.68125 -4.16592
O -0.57040 -4.37588 -0.66536
H 0.23219 -3.94927 -1.01884
H -0.72051 -5.16248 -1.20083
O 5.02500 2.50849 0.08447
H 4.71759 1.84926 0.72425
H 5.62012 2.02200 -0.49377
O -1.46645 4.39122 -3.93682
H -2.05618 4.47107 -3.16821
H -0.66164 3.99860 -3.58339
O -2.47605 -2.54749 -1.65516
H -3.06165 -3.02411 -2.25615
H -2.36369 -1.67271 -2.06224
O -3.17138 4.11845 -1.69085
H -3.41389 3.53065 -0.96247
H -3.55088 4.97455 -1.45359
O -3.93904 -0.62718 -3.69232
H -3.70311 0.26888 -3.99823
H -3.98007 -1.16069 -4.49304
O 1.10948 0.51285 -5.27901
H 1.62980 0.18609 -4.52266
H 1.73653 1.01393 -5.81049
O -1.39354 1.67455 -5.04568
H -0.53521 1.22813 -4.87630
H -1.17365 2.60628 -5.14159
O -0.43830 -2.94438 -5.04847
H -0.27161 -2.01863 -4.83033
H 0.08450 -3.10187 -5.84181
O 1.92409 -3.31374 -1.17283
H 1.30143 -2.55925 -1.10784
H 2.36448 -3.19051 -2.01956
O -5.55024 1.18305 -1.80300
H -4.84415 0.83726 -2.36745
H -5.72983 2.06169 -2.15182
O -3.46390 -1.61075 0.91648
H -3.99086 -2.03162 1.62677
H -3.89734 -0.76515 0.74527
O 2.84994 -1.63699 4.15364
H 2.81736 -2.53123 4.50735
H 2.69214 -1.74777 3.20512
O 3.02155 -0.74430 -1.16159
H 3.68966 -0.60349 -0.46901
H 2.15088 -0.45591 -0.80708
O 1.22252 5.74294 0.70057
H 1.66578 4.90708 0.88556
H 1.10267 5.74683 -0.25421
*
```